(1)
Formula: C2H2N2O2
Source: OMol25
Level of theory: ωB97M-V/def2-TZVPD

Geometry as ORCA input:
```
! RIJCOSX wB97M-V def2-TZVPD def2/J DEFGRID3
* xyz 0 1
C -1.001 0.168 -0.259
C 1.133 0.554 0.094
H -0.763 -1.876 0.306
H 1.936 1.207 0.347
N -0.286 -0.950 0.155
N 1.056 -0.718 0.206
O -2.077 0.387 -0.708
O 0.002 1.229 -0.141
*
```

Values from the calculation:
- Strongest force on any atom: 0.0587 Eh/bohr
- SMILES: O=c1[nH]nco1
- LUMO: 0.783 eV
- Gap between HOMO and LUMO: 0.385 Ha
- E: -9180.7506 eV
- Energy above the lowest of the compared OMol25 structures with the same formula, charge and spin: 99.9 kJ/mol



(2)
Formula: C2H2N2O2S
Source: OMol25
Level of theory: ωB97M-V/def2-TZVPD

Geometry as ORCA input:
```
! RIJCOSX wB97M-V def2-TZVPD def2/J DEFGRID3
* xyz 0 1
C -1.817 0.371 -0.687
C 0.235 -0.226 0.805
N -2.197 0.079 -1.715
N 1.192 0.018 -0.327
O 1.266 -0.955 -1.061
O 1.754 1.116 -0.339
S -1.150 0.959 0.753
H -0.073 -1.391 0.819
H 0.790 0.029 1.753
*
```

Values from the calculation:
- Strongest force on any atom: 0.0602 Eh/bohr
- SMILES: N#CSC[N+](=O)[O-]
- LUMO: -0.585 eV
- Gap between HOMO and LUMO: 0.370 Ha
- E: -20012.6679 eV
- Energy above the lowest of the compared OMol25 structures with the same formula, charge and spin: 355.2 kJ/mol



(3)
Formula: C2H2N2O2S
Source: OMol25
Level of theory: ωB97M-V/def2-TZVPD

Geometry as ORCA input:
```
! RIJCOSX wB97M-V def2-TZVPD def2/J DEFGRID3
* xyz 0 1
C 0.108 0.344 -1.359
C -0.532 -0.175 -0.245
N 0.626 0.764 -2.279
N 0.174 -1.208 0.449
O -0.533 -1.987 0.995
O 1.366 -1.159 0.413
S -0.486 1.711 1.061
H -1.558 -0.198 -0.359
H 0.835 1.909 1.323
*
```

Values from the calculation:
- Strongest force on any atom: 0.0966 Eh/bohr
- LUMO: -2.347 eV
- Gap between HOMO and LUMO: 0.303 Ha
- E: -20011.4068 eV
- Energy above the lowest of the compared OMol25 structures with the same formula, charge and spin: 476.9 kJ/mol



(4)
Formula: C2H2N2O2S
Source: OMol25
Level of theory: ωB97M-V/def2-TZVPD

Geometry as ORCA input:
```
! RIJCOSX wB97M-V def2-TZVPD def2/J DEFGRID3
* xyz 0 1
C -1.779 1.387 0.585
C -1.540 0.230 0.085
N -2.067 2.396 1.118
N 1.648 -0.889 -0.804
O -1.366 -0.708 -0.597
O 0.176 -0.020 1.161
S 0.659 -1.249 0.576
H 2.709 -1.012 -0.695
H 1.559 -0.135 -1.428
*
```

Values from the calculation:
- Strongest force on any atom: 0.1051 Eh/bohr
- LUMO (alpha / beta): -1.446 / -1.621 eV
- Gap between HOMO and LUMO (alpha / beta): 0.247 / 0.232 Ha
- E: -20011.8543 eV
- Energy above the lowest of the compared OMol25 structures with the same formula, charge and spin: 433.7 kJ/mol



(5)
Formula: C2H2N2O2S
Source: OMol25
Level of theory: ωB97M-V/def2-TZVPD

Geometry as ORCA input:
```
! RIJCOSX wB97M-V def2-TZVPD def2/J DEFGRID3
* xyz 0 1
C -0.598 0.670 -0.078
C -0.793 -0.839 -0.064
N 0.630 1.092 -0.021
N 1.525 -0.823 0.251
O -1.797 -1.443 -0.193
O 0.366 -1.510 0.155
S -2.072 1.500 0.072
H 1.002 1.745 0.537
H 1.738 -0.392 -0.660
*
```

Values from the calculation:
- Strongest force on any atom: 0.1198 Eh/bohr
- LUMO (alpha / beta): -2.338 / -2.400 eV
- Gap between HOMO and LUMO (alpha / beta): 0.248 / 0.245 Ha
- E: -20011.4187 eV
- Energy above the lowest of the compared OMol25 structures with the same formula, charge and spin: 475.7 kJ/mol



(6)
Formula: C2H2N2O2S
Source: OMol25
Level of theory: ωB97M-V/def2-TZVPD

Geometry as ORCA input:
```
! RIJCOSX wB97M-V def2-TZVPD def2/J DEFGRID3
* xyz 0 1
C -0.293 0.442 -0.064
C -1.598 0.679 -0.123
N 0.886 0.186 0.117
N 2.252 -0.171 -0.003
O 2.995 0.752 -0.144
O 2.464 -1.341 0.120
S -2.785 -0.618 0.040
H -2.000 1.653 -0.323
H -1.921 -1.581 0.379
*
```

Values from the calculation:
- Strongest force on any atom: 0.0431 Eh/bohr
- SMILES: O=[N+]([O-])N=C=CS
- LUMO: -0.268 eV
- Gap between HOMO and LUMO: 0.300 Ha
- E: -20010.4235 eV
- Energy above the lowest of the compared OMol25 structures with the same formula, charge and spin: 571.8 kJ/mol



(7)
Formula: C2H2N2O2S
Source: OMol25
Level of theory: ωB97M-V/def2-TZVPD

Geometry as ORCA input:
```
! RIJCOSX wB97M-V def2-TZVPD def2/J DEFGRID3
* xyz 0 1
C 0.631 0.740 0.245
C -0.638 0.626 -0.179
N -0.213 -1.102 -0.830
N -1.499 1.537 -0.655
O -1.415 2.603 -0.056
O -2.236 1.271 -1.571
S 1.123 -0.895 0.131
H 1.304 1.561 0.552
H -0.829 -1.886 -0.807
*
```

Values from the calculation:
- Strongest force on any atom: 0.1126 Eh/bohr
- LUMO: -1.028 eV
- Gap between HOMO and LUMO: 0.299 Ha
- E: -20009.7645 eV
- Energy above the lowest of the compared OMol25 structures with the same formula, charge and spin: 635.3 kJ/mol



(8)
Formula: C2H2N2O2S
Source: OMol25
Level of theory: ωB97M-V/def2-TZVPD

Geometry as ORCA input:
```
! RIJCOSX wB97M-V def2-TZVPD def2/J DEFGRID3
* xyz 0 3
C -0.970 1.053 0.083
C 0.023 0.048 0.089
N -0.812 -1.066 -0.036
N 1.415 0.007 -0.034
O 2.076 1.038 -0.112
O 1.846 -1.135 -0.177
S -2.211 -0.140 -0.073
H -0.882 2.105 -0.155
H -0.485 -1.910 0.416
*
```

Values from the calculation:
- Strongest force on any atom: 0.0807 Eh/bohr
- LUMO (alpha / beta): -0.212 / -3.211 eV
- Expectation value of S²: 2.008
- Gap between HOMO and LUMO (alpha / beta): 0.243 / 0.250 Ha
- E: -20009.0128 eV
- Energy above the lowest of the compared OMol25 structures with the same formula, charge and spin: 272.8 kJ/mol



(9)
Formula: C2H2N2O2S
Source: OMol25
Level of theory: ωB97M-V/def2-TZVPD

Geometry as ORCA input:
```
! RIJCOSX wB97M-V def2-TZVPD def2/J DEFGRID3
* xyz 0 3
C -0.281 -0.980 -0.005
C 1.455 -0.543 -0.103
N -0.263 1.286 -0.140
N -0.949 0.102 -0.065
O -2.186 0.246 -0.041
O 2.403 -1.264 -0.014
S 1.370 1.227 0.082
H -0.553 -2.010 0.330
H -0.996 1.935 -0.044
*
```

Values from the calculation:
- Strongest force on any atom: 0.1436 Eh/bohr
- LUMO (alpha / beta): -0.108 / -3.421 eV
- Expectation value of S²: 2.011
- Gap between HOMO and LUMO (alpha / beta): 0.205 / 0.219 Ha
- E: -20008.2944 eV
- Energy above the lowest of the compared OMol25 structures with the same formula, charge and spin: 342.1 kJ/mol



(10)
Formula: C2H2N2O3
Source: OMol25
Level of theory: ωB97M-V/def2-TZVPD

Geometry as ORCA input:
```
! RIJCOSX wB97M-V def2-TZVPD def2/J DEFGRID3
* xyz -2 1
C -0.305 -2.034 -0.776
C 0.003 -1.030 0.174
N 1.132 2.279 0.166
N 0.219 2.859 0.576
O -0.285 3.917 1.003
O -1.410 -1.837 -1.374
O 0.447 -3.096 -0.863
H -0.657 -0.108 0.261
H 0.856 -0.950 0.833
*
```

Values from the calculation:
- Strongest force on any atom: 0.0709 Eh/bohr
- LUMO (alpha / beta): 7.039 / 7.038 eV
- Gap between HOMO and LUMO (alpha / beta): 0.289 / 0.175 Ha
- E: -11223.8700 eV
- Energy above the lowest of the compared OMol25 structures with the same formula, charge and spin: 202.6 kJ/mol



(11)
Formula: C2H2N2O3
Source: OMol25
Level of theory: ωB97M-V/def2-TZVPD

Geometry as ORCA input:
```
! RIJCOSX wB97M-V def2-TZVPD def2/J DEFGRID3
* xyz 0 1
C 0.826 -1.638 -1.004
C -0.681 0.631 0.683
N 1.589 -1.207 -1.734
N -1.452 0.816 1.586
O 0.239 0.592 -0.043
O 2.489 -0.513 -2.447
O -2.548 0.288 2.239
H 2.141 0.504 -2.519
H -2.603 0.527 3.239
*
```

Values from the calculation:
- Strongest force on any atom: 0.0745 Eh/bohr
- LUMO: 0.227 eV
- Gap between HOMO and LUMO: 0.378 Ha
- E: -11222.1211 eV
- Energy above the lowest of the compared OMol25 structures with the same formula, charge and spin: 644.9 kJ/mol



(12)
Formula: C2H2N2O3
Source: OMol25
Level of theory: ωB97M-V/def2-TZVPD

Geometry as ORCA input:
```
! RIJCOSX wB97M-V def2-TZVPD def2/J DEFGRID3
* xyz 0 1
C 0.335 0.653 -0.074
C 0.086 -0.845 -0.098
H -1.223 1.452 -1.385
H -1.691 -0.878 -0.501
N 1.352 0.849 0.804
N 0.772 -1.291 1.065
O -0.223 1.788 -0.628
O 1.446 -0.340 1.553
O -0.854 -1.387 -0.735
*
```

Values from the calculation:
- Strongest force on any atom: 0.1864 Eh/bohr
- LUMO: -0.984 eV
- Gap between HOMO and LUMO: 0.324 Ha
- E: -11222.9906 eV
- Energy above the lowest of the compared OMol25 structures with the same formula, charge and spin: 561.0 kJ/mol



- Number 6 is which compound?
  C2H2N2O2S



- energy above the lowest of the compared OMol25 structures with the same formula, charge and spin of number 2 (C2H2N2O2S)?
  355.2 kJ/mol



- E of number 10 (C2H2N2O3)?
  -11223.8700 eV